[1]
Computed, not measured: C5H8I2 as an isolated structure at a distorted geometry, with the ωB97M-V functional and the def2-TZVPD basis.

```
! wB97M-V def2-TZVPD RIJCOSX def2/J DEFGRID3
* xyz 0 1
C 0.4444 0.0628 1.5478
C 0.5437 0.0082 0.0800
C 2.0977 -0.0023 -0.3690
C -0.0759 1.2283 -0.6026
C -0.0823 -1.2661 -0.4870
I 3.2185 1.7497 -0.0038
I 3.2125 -1.7545 0.0012
H 0.6087 0.9966 2.0583
H 0.5449 -0.8393 2.1265
H 0.2958 2.1580 -0.1810
H -1.1551 1.2042 -0.4754
H 0.1518 1.2133 -1.6660
H 0.1479 -1.3687 -1.5448
H -1.1620 -1.2173 -0.3700
H 0.2772 -2.1488 0.0352
*
```

The energy above the lowest of the compared OMol25 structures with the same formula, charge and spin comes out at 50.26 kcal/mol. For the HOMO-LUMO gap (spin up / spin down), the calculation gives 7.92 / 7.80 eV. For the maximum force, the calculation gives 1.72 eV Å⁻¹. The calculated total energy comes out at -790.576234 a.u.

***

[2]
Computed, not measured: C5H8I2O as an isolated structure at a distorted geometry, with the ωB97M-V functional and the def2-TZVPD basis.

```
! wB97M-V def2-TZVPD RIJCOSX def2/J DEFGRID3
* xyz 0 1
C 1.4862 2.4021 -0.3273
C -0.1002 0.9806 0.4686
C -0.6688 -1.2929 0.9568
C -0.4630 -0.6431 -1.4326
C 0.1420 -0.4339 -0.0146
O 1.4481 -0.8689 0.4004
I 0.8118 4.2962 -0.0278
I -1.9399 1.8299 0.5155
H 2.3124 2.2095 0.1774
H -0.2189 -1.4260 1.9734
H -0.8125 -2.3538 0.6508
H -1.7751 -1.0279 1.1094
H -1.5168 -0.7795 -1.4194
H 0.1279 -1.3729 -1.8304
H -0.2311 0.2089 -2.0427
H 1.3978 -1.7283 0.8424
*
```

The energy above the lowest of the compared OMol25 structures with the same formula, charge and spin comes out at 144.00 kcal/mol. For the HOMO-LUMO gap (spin up / spin down), the calculation gives 7.73 / 7.02 eV. For the maximum force, the calculation gives 6.83 eV Å⁻¹. The calculated total energy comes out at -865.666509 a.u.